#w
Entry from the OMol25 dataset: a molecular structure, C4HNO2 (the ωB97M-V functional and the def2-TZVPD basis).

Last column: natural (NBO) charge in e.
Cartesian coordinates (Å):
C 1.685 -0.278 -0.092  0.783
C 0.099 -0.465 0.223  -0.050
C -1.048 -0.647 0.232  -0.097
C -2.473 -0.362 -0.037  0.225
H 0.906 1.508 0.581  0.495
N -3.629 0.149 -0.411  -0.228
O 1.901 1.136 -0.152  -0.652
O 2.559 -1.042 -0.344  -0.475

## Properties
Total charge   0
LUMO level   -0.03745 Ha
Orbital gap   10.48 eV

***

#x
Entry from the OMol25 dataset: 2 unconnected molecules or ions with the total composition C4HNO2 (the ωB97M-V functional and the def2-TZVPD basis).

Last column: natural (NBO) charge in e.
Cartesian coordinates (Å):
C -0.560 -0.170 0.310  -0.016
C 1.294 -1.360 0.998  0.436
C 2.617 -0.128 -0.592  -0.203
C 3.092 0.269 -1.655  0.608
N -0.229 0.720 -0.383  -0.304
O 1.927 -0.728 0.247  -0.296
O 3.554 0.591 -2.665  -0.498
H -1.092 -1.067 0.719  0.273

## Properties
Total charge   0
LUMO level (alpha / beta)   -0.03287 / -0.03282 Ha
Orbital gap (alpha / beta)   8.24 / 8.24 eV

***

#w is preferred energetically. Next in line: 54.4 kcal/mol higher.

***

#w
Entry from the OMol25 dataset: a molecular structure, C5H7N2 (the ωB97M-V functional and the def2-TZVPD basis).

Last column: natural (NBO) charge in e.
Cartesian coordinates (Å):
C -1.218 -1.051 -0.836  -0.221
C -1.751 -0.191 -0.020  -0.057
C 1.363 1.071 -0.060  0.346
C 0.053 -1.111 -0.098  0.126
C -0.460 -0.134 0.858  -0.144
N 1.577 0.007 -0.728  -0.596
N 0.362 1.144 0.769  -0.550
H -1.475 -1.521 -1.814  0.260
H -2.746 0.177 0.114  0.246
H 2.036 1.935 -0.300  0.236
H 0.614 -1.933 0.136  0.232
H -0.752 -0.336 1.936  0.254
H 2.214 0.170 -1.487  0.423
H 0.183 1.772 1.530  0.444

## Properties
Total charge   +1
LUMO level   -0.16513 Ha
Orbital gap   10.04 eV

***

#x
Entry from the OMol25 dataset: a gas-phase ion, C5H7N2 (charge +1) (the ωB97M-V functional and the def2-TZVPD basis).

Last column: natural (NBO) charge in e.
Cartesian coordinates (Å):
C -0.071 1.780 0.700  0.185
C 0.694 -0.089 1.172  0.257
C -0.851 -0.207 0.459  0.266
C 1.180 -0.593 -0.270  -0.389
C -0.268 -1.000 -0.708  -0.455
N -0.409 -0.686 1.673  -0.553
N -1.042 1.214 0.192  -0.486
H 0.260 2.823 0.699  0.250
H 1.475 0.284 -0.787  0.236
H 1.757 -1.456 -0.283  0.258
H -0.805 -2.063 -0.769  0.278
H -0.499 -0.574 -1.741  0.239
H -0.791 -0.723 2.618  0.454
H -1.838 1.565 -0.502  0.459

## Properties
Total charge   +1
LUMO level   -0.16900 Ha
Orbital gap   9.20 eV

***

#w is preferred energetically. Next in line: 99.2 kcal/mol higher.

***

#w
Entry from the OMol25 dataset: a gas-phase ion, C5H7N2 (charge +1) (the ωB97M-V functional and the def2-TZVPD basis).

Last column: natural (NBO) charge in e.
Cartesian coordinates (Å):
C -0.841 1.183 0.001  -0.396
C 0.513 1.053 -0.082  0.163
C -1.768 0.186 0.024  0.423
C -2.731 -0.643 0.014  -0.461
C 2.511 -0.112 0.061  -0.082
N 0.465 -1.231 -0.099  -0.489
N 1.186 -0.180 -0.039  -0.118
H -1.233 2.193 0.134  0.299
H 1.137 1.931 -0.119  0.246
H -2.751 -1.510 0.664  0.309
H -3.581 -0.575 -0.659  0.306
H 3.082 -1.023 0.131  0.222
H 3.025 0.830 0.019  0.218
H 0.987 -2.100 -0.051  0.361

## Properties
Total charge   +1
LUMO level (alpha / beta)   -0.23884 / -0.24088 Ha
Orbital gap (alpha / beta)   6.78 / 6.40 eV

***

#x
Entry from the OMol25 dataset: a gas-phase ion, C5H7N2 (charge +1) (the ωB97M-V functional and the def2-TZVPD basis).

Last column: natural (NBO) charge in e.
Cartesian coordinates (Å):
C -1.449 -1.364 1.340  -0.680
C -0.255 -1.315 0.585  0.107
C 0.885 -1.837 0.198  -0.134
C 0.350 -0.648 -0.623  -0.168
N 0.713 0.778 -0.521  -0.255
C 0.778 1.923 -0.891  0.706
N 0.819 3.181 -1.033  -0.762
H -2.045 -0.499 1.270  0.240
H -1.279 -1.709 2.348  0.264
H -1.972 -2.162 0.980  0.262
H 1.632 -2.577 0.212  0.259
H 0.186 -1.165 -1.576  0.245
H 1.540 3.555 -1.582  0.448
H 0.095 3.839 -0.708  0.467

## Properties
Total charge   +1
LUMO level   -0.14652 Ha
SMILES   CC1=C[C@@H]1N=C=[NH2+]
Orbital gap   9.56 eV

***

#x is preferred energetically. Next in line: 41.8 kcal/mol higher.

***

#w
Entry from the OMol25 dataset: C5H13NO3S in the gas phase (the ωB97M-V functional and the def2-TZVPD basis).

Last column: natural (NBO) charge in e.
Cartesian coordinates (Å):
C 1.701 1.960 -0.515  -0.406
N 0.941 0.791 -1.096  -0.501
C 0.530 -0.382 -0.185  -0.107
C 0.395 -1.734 -1.010  -0.717
C -0.687 0.130 0.587  -0.520
C -2.037 0.216 -0.099  -0.633
S -0.562 -0.850 2.173  2.409
O -0.770 -2.185 1.729  -1.020
O 0.834 -0.533 2.479  -1.019
O -1.605 -0.384 3.142  -0.969
H 2.466 1.546 0.132  0.245
H 1.945 2.643 -1.234  0.216
H 0.949 2.482 0.083  0.226
H 0.135 1.180 -1.487  0.414
H 1.505 0.389 -1.947  0.430
H 1.160 -0.583 0.711  0.321
H -0.376 -1.774 -1.778  0.210
H 1.168 -2.347 -1.344  0.234
H -0.054 -2.467 -0.214  0.318
H -0.453 1.147 0.956  0.216
H -2.379 -0.796 -0.275  0.238
H -2.721 0.922 0.379  0.245
H -2.085 0.630 -1.188  0.172

## Properties
Total charge   0
LUMO level   -0.01754 Ha
SMILES   C[NH2+][C@H](C)[C@@H](C)S(=O)(=O)[O-]
Orbital gap   8.21 eV

***

#x
Entry from the OMol25 dataset: 2 unconnected molecules or ions with the total composition C5H13NO3S (the ωB97M-V functional and the def2-TZVPD basis).

Last column: natural (NBO) charge in e.
Cartesian coordinates (Å):
C -1.970 1.319 -0.253  -0.592
C -1.181 -1.053 -0.230  -0.610
C -0.262 0.454 1.449  -0.641
C 2.133 -0.625 -1.020  -0.563
C -0.726 0.328 -0.053  0.039
N 0.238 0.775 -1.043  -0.485
O 4.230 -1.113 0.265  -0.869
O 2.833 0.629 1.251  -0.945
O 4.034 1.075 -0.825  -0.923
S 3.308 0.165 -0.018  2.334
H -1.525 2.111 -0.836  0.222
H -2.737 0.802 -0.799  0.220
H -2.151 1.573 0.796  0.225
H -0.424 -1.804 -0.077  0.207
H -1.631 -1.323 -1.254  0.217
H -2.051 -1.175 0.541  0.214
H 0.178 1.438 1.635  0.219
H -1.054 0.219 2.177  0.210
H 0.549 -0.257 1.825  0.223
H 2.398 -0.745 -2.060  0.242
H 1.817 -1.504 -0.529  0.199
H 3.885 -1.388 1.138  0.503
H 0.764 1.688 -0.634  0.353

## Properties
Total charge   0
LUMO level (alpha / beta)   -0.01742 / -0.03013 Ha
Orbital gap (alpha / beta)   9.05 / 8.91 eV

***

#w is preferred energetically. Next in line: 42.8 kcal/mol higher.